Entry 1:
Computed, not measured: a 2-piece molecular cluster, H4O2 overall, with ωB97M-V/def2-TZVPD.

SMILES: O.O
Energy relative to the best compared isomer or geometry (same formula, charge and spin): 6.5 kcal per mole
Frontier orbital gap: 12.6 eV
Multiplicity: 1

Element x y z (Å)
H -3.0914 1.5611 4.1472
H -2.9439 2.4456 3.0305
O -3.6011 1.8171 3.3687
H 3.1594 -1.8891 -2.5662
H 2.9602 -1.8525 -4.1194
O 3.6156 -1.8644 -3.4199

The net atomic charges from natural (NBO), expressed in e, are: H 0.461; H 0.461; O -0.922; H 0.472; H 0.472; O -0.944

=====

Entry 2:
Computed, not measured: a 12-piece molecular cluster, C2H25O13 overall, with ωB97M-V/def2-TZVPD.

Total charge: -1
Energy relative to the best compared isomer or geometry (same formula, charge and spin): 28.8 kcal per mole
Frontier orbital gap: 8.7 eV
Multiplicity: 1

Element x y z (Å)
C -0.3129 -0.4573 0.5944
C 0.3077 0.3415 -0.5630
O 1.5584 0.3719 -0.6289
O -0.4609 0.7441 -1.4721
H 0.1237 -1.4466 0.4502
H -1.3969 -0.3813 0.5510
H 0.0400 -0.1562 1.5823
O 2.9128 -2.6025 1.6566
H 3.0221 -2.0889 2.4608
H 1.9614 -2.7888 1.6160
O -0.3970 0.2943 -4.1522
H -0.4242 0.4141 -3.1773
H -0.0125 -0.5754 -4.2824
O 0.3039 -3.6441 1.9231
H 0.3678 -4.5332 2.2851
H -0.3918 -3.6940 1.2606
O -3.6766 -2.1242 1.4604
H -3.1451 -2.5195 0.7639
H -3.0477 -1.9386 2.1658
O -2.7251 2.5154 -3.9022
H -2.8465 1.6748 -3.4312
H -1.8759 2.4117 -4.3419
O -0.3066 -1.1007 4.9279
H 0.3595 -1.7466 5.1781
H 0.1924 -0.3725 4.5437
O 4.0126 0.6187 -1.9926
H 3.6727 0.4918 -2.8815
H 3.2118 0.6063 -1.4394
O -1.6866 3.2046 0.4594
H -1.0922 2.4542 0.3478
H -1.5505 3.5000 1.3643
O 2.9423 0.9451 1.7628
H 3.5394 0.2002 1.8680
H 2.4844 0.7477 0.9234
O -3.2566 0.6285 -1.9118
H -2.3309 0.5957 -1.5994
H -3.6293 -0.2187 -1.6556
O 1.3938 3.4024 -1.1755
H 1.1704 2.4598 -1.1547
H 0.9887 3.7663 -0.3840

Atomic partial charges in e from the natural (NBO) method, atoms 1 to 8: C -0.750; C 0.787; O -0.800; O -0.803; H 0.220; H 0.213; H 0.224; O -0.958

=====

Entry 3:
Computed, not measured: C15H30AgF9O9 as an isolated structure, with ωB97M-V/def2-TZVPD.

Total charge: -1
Energy relative to the best compared isomer or geometry (same formula, charge and spin): 12.1 kcal per mole
Frontier orbital gap (alpha / beta): 7.4 / 5.4 eV
Multiplicity: 2

Element x y z (Å)
Ag 0.7789 -0.1740 0.8711
C 1.1826 3.1183 0.0730
O 1.6552 2.5904 -1.2414
O 0.8859 2.1632 0.8531
C 2.2400 4.0513 0.6923
F 2.3761 5.2351 0.0342
F 1.8597 4.3844 1.9445
F 3.4688 3.5135 0.8038
C 2.2369 3.4510 -2.1829
C 2.7760 2.5874 -3.3221
H 3.7745 2.2073 -3.0918
H 2.1481 1.7236 -3.5581
H 2.8130 3.1608 -4.2539
H 3.0723 4.0206 -1.7817
H 1.4506 4.1002 -2.5928
H 0.3233 3.7799 -0.2089
C -0.4731 -0.3409 -2.4306
O -1.8031 -0.5838 -2.8168
O -0.3783 -0.5364 -1.1221
C 0.5827 -1.1380 -3.2085
F 1.8020 -0.8795 -2.7025
F 0.4006 -2.4549 -3.1394
F 0.6588 -0.7921 -4.5038
C -2.1602 -0.7907 -4.1803
C -3.6562 -1.0055 -4.1911
H -3.9033 -1.7963 -3.4824
H -4.2017 -0.1114 -3.8889
H -4.0020 -1.3271 -5.1755
H -1.7178 -1.7210 -4.5520
H -1.8550 0.0413 -4.8192
H -0.2005 0.7352 -2.5596
C -2.1533 -1.2742 2.5675
O -3.4955 -1.3134 1.9399
O -1.3061 -0.9303 1.6701
C -2.1797 -0.3467 3.7814
F -1.0739 -0.4995 4.5385
F -2.2903 0.9367 3.4849
F -3.2240 -0.6170 4.6253
C -4.5951 -1.8687 2.6088
C -5.4977 -2.5505 1.5656
H -5.1809 -3.5889 1.4423
H -6.5331 -2.6036 1.9201
H -5.4897 -2.0088 0.6228
H -5.1827 -1.0763 3.0898
H -4.3323 -2.6294 3.3526
H -2.0047 -2.3311 2.9091
C 1.2504 -3.3048 2.0612
O 1.5245 -2.5743 0.8832
H 1.2944 -4.3932 1.9119
H 1.9733 -3.0681 2.8474
H 0.2311 -3.1073 2.3899
H 2.0095 -3.1109 0.2537
C 4.2856 0.1230 -0.2361
O 2.9095 0.1777 -0.4909
H 4.4483 -0.2589 0.7709
H 4.8474 -0.4269 -0.9982
H 4.7196 1.1386 -0.1844
H 2.7404 0.5519 -1.3603
C 1.4712 0.9250 3.7133
O 1.9788 -0.1555 2.9086
H 1.8909 1.8734 3.3814
H 0.3935 0.9290 3.6294
H 1.7545 0.7844 4.7625
H 2.6813 -0.6135 3.3720

Atomic partial charges in e from the natural (NBO) method, atoms 1 to 8: Ag 1.105; C 0.356; O -0.604; O -0.875; C 0.911; F -0.357; F -0.337; F -0.341

=====

Entry 4:
Computed, not measured: one molecule with the formula C4H5N3O, with ωB97M-V/def2-TZVPD.

SMILES: CC1=NN=CON=C1
Energy relative to the best compared isomer or geometry (same formula, charge and spin): 118.7 kcal per mole
Frontier orbital gap: 10.3 eV
Multiplicity: 1

Element x y z (Å)
C -0.2127 -0.2094 2.0117
C -0.1361 0.2580 0.5604
C 0.8081 0.7216 -2.0237
C -0.7382 -0.7113 -0.4478
H -1.1781 0.0638 2.4747
H 0.5305 0.3651 2.5913
H -0.2202 -1.3915 2.1495
H 0.7915 0.8857 -3.0661
H -1.7686 -0.9803 -0.2421
N 0.5904 1.2289 0.2793
N 0.6367 1.5752 -1.1117
N -0.1845 -1.2144 -1.4669
O 1.0812 -0.5914 -1.7086

Atomic partial charges in e from the natural (NBO) method, atoms 1 to 8: C -0.664; C 0.196; C 0.344; C 0.008; H 0.230; H 0.253; H 0.236; H 0.189

=====

Entry 5:
Computed, not measured: C42H94N5O4PV as an isolated structure, with ωB97M-V/def2-TZVPD.

Total charge: +4
Energy relative to the best compared isomer or geometry (same formula, charge and spin): 124.3 kcal per mole
Frontier orbital gap (alpha / beta): 8.0 / 7.9 eV
Multiplicity: 4

Element x y z (Å)
V -0.8387 1.4173 -2.8760
P -0.6349 0.3400 -0.7441
O 0.2686 1.5373 -0.9966
O -1.9409 1.0324 -1.1030
O -0.5747 -0.5399 0.6024
O -0.3353 -0.4592 -2.0493
C 3.6158 -2.5588 2.3593
C 3.1647 -1.2527 2.8593
C 1.7316 -0.8072 2.5316
N 1.4603 0.6472 2.9703
C 2.2171 1.6406 1.9950
C 1.7995 0.8577 4.4800
C 0.9932 2.0372 4.9417
C -0.2290 1.9795 4.0653
C -0.0068 1.1173 2.8448
H 3.1368 -3.4352 2.7958
H 4.6976 -2.6019 2.2329
H 3.3208 -2.5758 1.3101
H 3.9060 -0.5890 2.4143
H 3.2305 -1.2290 3.9470
H 0.9815 -1.4202 3.0313
H 1.6661 -0.9215 1.4496
H 1.8913 1.6109 0.9552
H 3.2437 1.2763 1.9553
H 2.1261 2.6239 2.4563
H 2.8750 1.0348 4.4892
H 1.4802 -0.0055 5.0640
H 1.5100 2.9953 4.8870
H 0.7062 2.0054 5.9927
H -0.6379 2.9683 3.8575
H -0.9514 1.4379 4.6760
H -0.1905 1.5092 1.8443
H -0.5175 0.1552 2.8828
C -5.6606 -1.6053 -2.5204
C -5.1769 -1.9829 -1.1245
C -4.6123 -0.7571 -0.3844
N -4.0715 -1.0500 1.0759
C -3.0368 -2.2302 1.0424
C -3.5377 0.3128 1.6580
C -3.6064 0.1071 3.1784
C -4.7277 -0.9451 3.4452
C -5.1992 -1.4012 2.1119
H -6.4137 -0.8431 -2.3204
H -6.0850 -2.4745 -3.0227
H -4.8725 -1.0618 -3.0416
H -4.4866 -2.8026 -1.3234
H -6.0837 -2.3360 -0.6335
H -5.3604 0.0308 -0.2974
H -3.6846 -0.4576 -0.8721
H -3.5429 -3.1954 1.0244
H -2.3326 -2.1364 1.8691
H -2.6687 -1.9477 0.0561
H -2.5517 0.4937 1.2300
H -4.1399 1.1853 1.4044
H -2.6615 -0.1562 3.6537
H -3.8497 0.9734 3.7936
H -4.3838 -1.7642 4.0769
H -5.6172 -0.4854 3.8759
H -5.5979 -2.4115 2.2038
H -5.9738 -0.6852 1.8368
C 4.5170 2.5754 -1.0560
C 4.2887 1.0272 -1.1954
C 3.2611 0.8728 -2.3192
N 3.1781 -0.5145 -3.0009
C 2.6023 -1.5281 -1.9878
C 4.4563 -0.9877 -3.7273
C 4.1314 -2.0501 -4.7499
C 2.8335 -1.4260 -5.3430
C 2.2191 -0.4767 -4.2155
H 3.6398 3.1973 -1.2349
H 5.3053 2.9334 -1.7183
H 4.8333 2.7749 -0.0322
H 4.0406 0.5799 -0.2329
H 5.1530 0.5121 -1.6147
H 3.5549 1.4657 -3.1854
H 2.2298 1.1813 -2.1477
H 3.2657 -1.5066 -1.1232
H 2.4840 -2.4972 -2.4725
H 1.7124 -0.9479 -1.7438
H 5.2004 -1.2615 -2.9793
H 4.8652 -0.1291 -4.2600
H 3.9514 -2.9980 -4.2426
H 4.8612 -2.2310 -5.5390
H 2.0963 -2.1643 -5.6585
H 3.1013 -0.9349 -6.2785
H 1.2534 -0.9275 -3.9868
H 2.0633 0.5543 -4.5330
C 3.1308 5.0507 1.3186
C 1.9354 5.7645 0.7032
C 0.8940 4.6998 0.1644
N -0.4775 5.3744 -0.3241
C -1.0856 6.4056 0.7778
C -1.6707 5.6484 2.0158
C -2.7861 4.6273 1.7179
C -2.2896 3.7684 0.5046
C -1.6524 4.4212 -0.7186
C -0.2102 6.2258 -1.6174
H 3.0240 4.6842 2.3395
H 4.0516 5.6334 1.2946
H 3.4038 4.2615 0.6181
H 2.0189 6.5023 -0.0948
H 1.5593 6.3227 1.5606
H 0.5125 4.0303 0.9353
H 1.1103 4.0266 -0.6652
H -0.3578 7.2129 0.8600
H -1.9423 6.9567 0.3899
H -0.7812 5.2177 2.4757
H -1.9787 6.3569 2.7847
H -3.0961 3.9674 2.5282
H -3.6975 5.1879 1.5100
H -1.6644 2.9479 0.8566
H -3.1242 3.2137 0.0758
H -1.1922 3.5906 -1.2538
H -2.4811 4.9546 -1.1842
H 0.5277 7.0077 -1.4382
H -1.1268 6.7349 -1.9155
H 0.0301 5.5132 -2.4064
C -1.6796 -2.3836 -4.0349
C -1.6169 -3.5641 -3.1088
C -0.7931 -3.2702 -1.7672
N -0.4953 -4.4507 -0.8745
C 0.5529 -5.2988 -1.6100
C 1.3062 -6.2768 -0.6005
C 1.8256 -5.5434 0.6754
C 0.6746 -4.9401 1.4064
C -0.0279 -3.8959 0.5257
C -1.8005 -5.3490 -0.7637
H -1.9028 -1.4192 -3.5786
H -2.5781 -2.4046 -4.6517
H -0.8573 -2.3368 -4.7488
H -1.3895 -4.5115 -3.5973
H -2.6309 -3.7829 -2.7742
H -1.3005 -2.5060 -1.1784
H 0.2050 -2.9232 -2.0344
H 1.3796 -4.6659 -1.9328
H 0.0311 -5.6430 -2.5029
H 2.0280 -6.8719 -1.1601
H 0.6622 -7.1012 -0.2946
H 2.6263 -4.8094 0.5844
H 2.2056 -6.2997 1.3623
H 1.1908 -4.5371 2.2778
H 0.0520 -5.7027 1.8741
H 0.5462 -2.9889 0.3364
H -0.8979 -3.4240 0.9824
H -2.6215 -4.8045 -0.2972
H -1.6413 -6.1895 -0.0882
H -1.9656 -5.7097 -1.7789

Atomic partial charges in e from the Löwdin method, atoms 1 to 8: V 1.108; P 0.018; O -0.412; O -0.395; O -0.369; O -0.441; C -0.091; C -0.251

=====

Entry 6:
Computed, not measured: C7H19N8O13Pb as an isolated structure, with ωB97M-V/def2-TZVPD.

Total charge: -1
Energy relative to the best compared isomer or geometry (same formula, charge and spin): 37.3 kcal per mole
Frontier orbital gap: 6.5 eV
Multiplicity: 1

Element x y z (Å)
Pb 0.1359 0.3816 0.3360
O 1.6045 3.4859 3.3286
C 1.2736 2.6511 2.2991
O 0.4477 3.0318 1.4472
O 1.7477 1.4826 2.2699
H 2.0756 2.8930 3.9288
O -1.6483 -3.1291 -1.0106
C -0.9414 -2.0972 -1.5339
O -1.4356 -0.9271 -1.5701
O 0.1686 -2.3830 -2.0451
H -2.3946 -2.5932 -0.6819
O -3.5095 0.7690 -0.8105
C -2.9970 1.8645 -0.2027
O -3.4036 2.9941 -0.5384
O -2.0693 1.7964 0.6861
H -3.1216 0.0137 -0.3476
C 1.4148 -3.0612 1.0730
O 1.1248 -1.8798 0.9262
N 1.8287 -3.5576 2.2628
N 1.2963 -3.9946 0.1160
H 1.7023 -4.5497 2.3413
H 2.0546 -2.9526 3.0301
H 0.9499 -3.7132 -0.7993
H 1.5750 -4.9498 0.2271
C -0.2428 2.2390 -2.8589
O -0.0089 2.0558 -1.6757
N -1.4124 1.9087 -3.4716
N 0.5649 2.9539 -3.6932
H -1.5421 2.1314 -4.4423
H -2.2489 1.4985 -3.0865
H 1.3613 3.1946 -3.1170
H 0.1215 3.5661 -4.3504
C -2.3130 -1.5930 2.4443
O -1.5707 -1.0162 1.6734
N -3.4608 -1.0255 2.9377
N -2.1554 -2.8437 2.9681
H -3.6990 -0.1571 2.4782
H -3.9925 -1.5308 3.6130
H -2.8885 -3.3043 3.4620
H -1.2412 -3.2242 2.7756
C 3.0791 1.2665 -1.1188
O 2.3568 0.3415 -0.7546
N 3.1251 1.6905 -2.3921
N 3.9140 1.9479 -0.2808
H 2.4463 1.3036 -3.0289
H 3.6696 2.4535 -2.7480
H 3.6701 2.0527 0.6921
H 4.5885 2.5153 -0.7579

Atomic partial charges in e from the natural (NBO) method, atoms 1 to 8: Pb 1.611; O -0.720; C 0.929; O -0.721; O -0.864; H 0.472; O -0.723; C 0.942

=====

Entry 7:
Computed, not measured: C41H33F5InN2OPS4SbTe as an isolated structure, with ωB97M-V/def2-TZVPD.

Total charge: -2
Energy relative to the best compared isomer or geometry (same formula, charge and spin): 1.3 kcal per mole
Frontier orbital gap (alpha / beta): 4.6 / 6.3 eV
Multiplicity: 2

Element x y z (Å)
In -0.0741 -1.1958 -0.4391
S -1.1139 1.8289 -6.3768
Sb -1.8403 1.4755 -4.2644
S 0.0351 1.8713 -2.7108
S -1.1997 3.5690 -2.9672
C -4.5570 0.2102 1.5781
C -4.1701 0.4383 0.1183
C -3.8741 -0.8791 -0.5848
C -3.0085 1.4317 -0.0060
C -3.4008 2.8671 0.3876
O -2.5072 3.2065 1.4694
C -1.7001 2.1114 1.6319
N -1.8911 1.1080 0.8968
C -0.7052 2.3085 2.7184
C -1.1547 3.0011 3.8464
C -0.2972 3.3146 4.8816
C 1.0450 2.9663 4.7831
C 1.4929 2.2900 3.6648
C 0.6326 1.9315 2.6227
P 1.3498 1.0359 1.1555
C 2.0480 2.5166 0.3044
C 3.3129 2.6360 -0.2649
C 3.6623 3.7606 -1.0042
C 2.7490 4.7796 -1.2103
C 1.4739 4.6640 -0.6744
C 1.1321 3.5499 0.0703
C 2.6734 0.1037 2.0271
C 2.2634 -0.5354 3.2031
C 3.1023 -1.4037 3.8773
C 4.3744 -1.6703 3.3869
C 4.7835 -1.0663 2.2112
C 3.9413 -0.1904 1.5355
H -5.4101 -0.4684 1.6477
H -4.8262 1.1412 2.0854
H -3.7211 -0.2372 2.1211
H -5.0104 0.9229 -0.3970
H -3.0262 -1.3829 -0.1147
H -3.6238 -0.7286 -1.6364
H -4.7338 -1.5527 -0.5246
H -2.6172 1.4086 -1.0265
H -4.4255 2.9389 0.7607
H -3.2409 3.5719 -0.4251
H -2.1939 3.2962 3.8907
H -0.6697 3.8387 5.7531
H 1.7412 3.2247 5.5718
H 2.5396 2.0212 3.5920
H 4.0405 1.8479 -0.1798
H 4.6518 3.8171 -1.4423
H 3.0140 5.6408 -1.8109
H 0.7236 5.4187 -0.8709
H 0.1154 3.4711 0.4339
H 1.2646 -0.3642 3.5867
H 2.7481 -1.8926 4.7768
H 5.0274 -2.3634 3.9034
H 5.7563 -1.2918 1.7909
H 4.2792 0.1978 0.5893
S 2.0156 -2.7549 0.1181
C 3.0472 -1.7221 -0.8225
C 4.3238 -2.1348 -1.2575
C 5.0828 -1.2872 -2.0307
C 4.5816 -0.0324 -2.3782
C 3.3333 0.3110 -1.8962
N 2.6019 -0.4901 -1.1193
H 4.6738 -3.1214 -0.9838
H 6.0603 -1.6024 -2.3803
H 5.1331 0.6507 -3.0099
H 2.8843 1.2703 -2.1350
F -1.1584 -4.0969 -0.0332
C -1.3243 -3.6260 1.2279
C -1.0554 -2.3069 1.5174
C -1.2988 -1.9490 2.8162
F -1.0867 -0.6678 3.2452
C -1.7514 -2.8193 3.7944
F -1.9601 -2.4188 5.0667
C -1.9974 -4.1349 3.4540
F -2.4430 -5.0037 4.3816
C -1.7865 -4.5490 2.1513
F -2.0399 -5.8300 1.8231
Te -0.6596 -1.8847 -3.2927
C -0.4407 -3.9895 -3.2078
C 0.8291 -4.5617 -3.1084
C 0.9844 -5.9393 -3.0316
C -0.1258 -6.7734 -3.0522
C -1.3941 -6.2148 -3.1434
C -1.5495 -4.8369 -3.2162
H 1.6986 -3.9168 -3.0684
H 1.9792 -6.3608 -2.9407
H -0.0049 -7.8482 -2.9830
H -2.2701 -6.8539 -3.1430
H -2.5424 -4.4073 -3.2655

Atomic partial charges in e from the Löwdin method, atoms 1 to 8: In 0.306; S -0.418; Sb 0.170; S -0.236; S -0.229; C -0.060; C -0.378; C -0.070

=====

Entry 8:
Computed, not measured: C3H7N3O as an isolated structure, with ωB97M-V/def2-TZVPD.

Energy relative to the best compared isomer or geometry (same formula, charge and spin): 105.1 kcal per mole
Frontier orbital gap: 9.8 eV
Multiplicity: 1

Element x y z (Å)
C 0.0736 0.3260 -1.1487
C -0.6020 1.0136 0.0138
C -0.0393 -0.8734 1.5952
H -0.5550 -1.5635 -0.4926
H 0.9100 -1.5444 -1.7015
H 0.6899 1.9636 -1.7966
H -1.5528 0.6046 0.0608
H -0.2582 2.0001 0.1387
H 0.6819 1.0220 1.9638
H 1.0298 -1.4413 2.1727
N -0.2622 -1.0138 -1.2946
N 0.6545 0.9190 -2.0578
N 0.1484 0.2824 1.2232
O -0.9184 -1.6948 1.3237

Atomic partial charges in e from the natural (NBO) method, atoms 1 to 8: C 0.396; C -0.275; C 0.550; H 0.410; H 0.371; H 0.323; H 0.243; H 0.222

=====

Entry 9:
Computed, not measured: H18KrO9 as an isolated structure, with ωB97M-V/def2-TZVPD.

Energy relative to the best compared isomer or geometry (same formula, charge and spin): 16.6 kcal per mole
Frontier orbital gap: 10.2 eV
Multiplicity: 1

Element x y z (Å)
Kr 0.5657 0.2911 0.3169
O 0.9650 -0.5067 -3.5388
H 1.5213 -1.0864 -3.0184
H 0.1358 -0.9781 -3.6189
O 0.9112 -1.9442 3.1448
H 0.5745 -2.6183 3.7352
H 0.4575 -1.1443 3.4103
O -1.3856 -2.1343 -0.6628
H -1.8984 -1.5970 -0.0591
H -0.5696 -2.3097 -0.1941
O 1.3292 -2.9353 0.3625
H 1.2006 -2.6512 1.2675
H 1.4441 -3.8837 0.4227
O 2.2422 3.2183 1.0932
H 2.4042 3.8448 0.3879
H 1.7246 3.7064 1.7335
O 2.3052 -2.5158 -2.3300
H 1.8861 -2.8881 -1.5542
H 3.0458 -3.0966 -2.5047
O -1.5309 2.4393 -2.1542
H -1.5950 3.3699 -2.3687
H -0.9258 2.0840 -2.8053
O -2.6096 1.4130 2.3162
H -3.5141 1.6318 2.5404
H -2.6107 0.4610 2.2163
O -2.1599 3.6413 0.6567
H -2.1941 2.9366 1.3036
H -1.7193 3.2523 -0.0988

Atomic partial charges in e from the natural (NBO) method, atoms 1 to 8: Kr 0.001; O -0.975; H 0.494; H 0.463; O -0.953; H 0.476; H 0.486; O -0.948

=====

> What is the energy relative to the best compared isomer or geometry (same formula, charge and spin) in the sixth record?

37.3 kcal per mole

=====

> Which formula does entry 5 have?

C42H94N5O4PV